Entry 1:
Here is a molecular structure, C38H67Ge2N4O2SSbSi3V at a distorted geometry from the Open Molecules 2025 dataset. Energies are from wB97M-V/def2-TZVPD.

## Properties
**LUMO energy (alpha / beta)**: -5.35 / -5.40 eV
**Molecular weight**: 1046.2 u
**⟨S²⟩**: 3.78
**Gap between HOMO and LUMO (alpha / beta)**: 6.00 / 5.69 eV
**E**: -230265.492 eV

```
! wB97M-V def2-TZVPD RIJCOSX def2/J DEFGRID3
* xyz 2 4
V 0.5867 -0.4450 1.1777
C -0.0546 1.0343 3.8414
C -1.3331 0.5429 3.2000
N -1.1228 -0.7477 2.5302
C -0.9510 -1.9541 3.3701
C 0.4451 -2.2264 3.9284
S 1.8645 -1.8092 2.8368
C 2.7342 -0.5265 3.8190
C 2.3676 0.9373 3.5074
N 1.0469 1.1423 2.8542
H -0.2105 1.9726 4.3628
H 0.2345 0.3071 4.6102
H -2.1300 0.4793 3.9432
H -1.6916 1.2331 2.4332
H -1.8888 -0.9417 1.8805
H -1.6431 -1.9610 4.2157
H -1.2297 -2.7590 2.7031
H 0.6196 -1.7486 4.8887
H 0.4967 -3.3020 4.0936
H 2.6141 -0.7659 4.8721
H 3.7914 -0.6500 3.5990
H 2.4265 1.4997 4.4490
H 3.1004 1.3754 2.8405
H 1.0256 2.0846 2.4679
O 0.5549 1.6489 -1.1838
C 0.0077 0.4346 -0.9813
O -0.9614 0.3317 -0.1821
H 0.3166 -0.3486 -1.6730
C 1.5419 5.5167 -0.3598
Si 0.8827 4.7271 -1.9283
C 2.2493 3.8285 -2.7729
C 0.0018 5.9467 -3.0122
Sb -0.8842 3.0006 -1.2107
Si -2.2885 3.9037 0.8061
C -3.7756 2.8292 1.0982
C -2.7203 5.5161 0.0009
C -1.3462 4.2044 2.3782
Si -2.4151 1.8783 -3.0816
C -3.7996 0.9528 -2.2656
C -3.0581 3.3534 -3.9926
C -1.3388 0.8189 -4.1453
H 1.4910 6.6161 -0.4279
H 2.5798 5.1887 -0.2350
H 0.9591 5.2316 0.5297
H 3.0843 4.5383 -2.9219
H 1.9365 3.4102 -3.7388
H 2.5876 3.0090 -2.1229
H 0.6710 6.7774 -3.2488
H -0.8849 6.3814 -2.5181
H -0.3277 5.4973 -3.9636
H -4.5463 2.9953 0.3368
H -4.2158 3.0341 2.0987
H -3.4993 1.7632 1.0657
H -3.1266 5.3869 -1.0053
H -1.8328 6.1680 -0.0604
H -3.4783 6.0499 0.5852
H -1.7189 3.5518 3.1685
H -1.5067 5.2526 2.6968
H -0.2758 4.0537 2.2571
H -4.4443 1.6353 -1.6946
H -3.4105 0.1711 -1.6080
H -4.4091 0.4768 -3.0445
H -3.4795 4.0733 -3.2699
H -3.8824 3.0650 -4.6636
H -2.2851 3.8496 -4.5895
H -0.9883 -0.0918 -3.6506
H -0.4772 1.3720 -4.5300
H -1.9590 0.5280 -5.0160
C 0.5353 -6.4446 -0.2553
Ge 1.1391 -4.9231 0.7958
C 3.1189 -4.8819 0.6670
C 0.8417 -5.4065 2.6805
Ge 0.0156 -2.8625 0.0410
C -1.9237 -3.1332 0.3975
C -2.3792 -4.3642 0.8645
C -3.7209 -4.6218 1.0763
C -4.6565 -3.6173 0.8729
C -4.2439 -2.3714 0.4308
C -2.8868 -2.1389 0.2013
C 0.0258 -3.0809 -1.9269
C 0.9863 -3.8628 -2.5624
C 0.8295 -4.2564 -3.8827
C -0.2819 -3.8263 -4.5947
C -1.2332 -3.0172 -3.9941
C -1.0665 -2.6357 -2.6696
H 1.3468 -7.1470 -0.4286
H 0.1169 -6.1112 -1.2187
H -0.2434 -6.9744 0.3002
H 3.4721 -5.8167 1.1348
H 3.5767 -4.0267 1.1805
H 3.4590 -4.8824 -0.3792
H 0.9464 -6.4861 2.7742
H -0.1683 -5.1543 3.0189
H 1.5754 -4.9214 3.3355
H -1.6734 -5.1709 1.0097
H -4.0433 -5.6109 1.3778
H -5.7183 -3.8012 1.0338
H -4.9780 -1.5857 0.2447
H -2.5981 -1.1673 -0.1620
H 1.8457 -4.2322 -2.0085
H 1.5675 -4.8815 -4.3513
H -0.4177 -4.1501 -5.6219
H -2.1138 -2.6949 -4.5499
H -1.8729 -2.0719 -2.2058
N 4.4223 -1.2041 -0.7469
C 3.1466 -1.4824 -0.4011
N 2.4935 -0.4511 0.1028
C 3.4181 0.5945 0.0678
C 3.2411 1.9101 0.4455
C 4.3196 2.7650 0.3469
C 5.5358 2.3135 -0.1743
C 5.7036 1.0196 -0.6191
C 4.6256 0.1501 -0.4607
H 5.0734 -1.8717 -1.1349
H 2.7231 -2.4720 -0.5171
H 2.2718 2.2660 0.7695
H 4.2070 3.8066 0.6506
H 6.3729 3.0059 -0.2689
H 6.6399 0.6823 -1.0339
*
```

---

Entry 2:
Here is a molecular structure, C38H68BrN8OS2Si2Sr at a distorted geometry from the Open Molecules 2025 dataset. Energies are from wB97M-V/def2-TZVPD.

## Properties
**Energy above the lowest of the compared OMol25 structures with the same formula, charge and spin**: 24.5 kcal/mol
**LUMO energy**: -2.06 eV
**Molecular weight**: 940.8 u
**Gap between HOMO and LUMO**: 7.71 eV
**E**: -162786.580 eV

```
! wB97M-V def2-TZVPD RIJCOSX def2/J DEFGRID3
* xyz 1 1
Sr -0.2557 -0.3809 -0.5349
N -1.0055 -0.5762 1.8631
C -2.1616 -1.4567 1.9774
C -3.2580 -1.0097 1.0169
N -2.8369 -1.1823 -0.3714
H -0.2809 -0.8856 2.5051
H -1.2735 0.3592 2.1623
H -2.5759 -1.4696 2.9957
H -1.8512 -2.4741 1.7234
H -3.4452 0.0523 1.1838
H -4.1787 -1.5670 1.2441
H -3.5203 -0.7337 -0.9766
H -2.8555 -2.1734 -0.5985
C -2.1517 1.7782 -3.1324
C -0.7234 1.4846 -3.4721
C -0.1385 2.0352 -4.5959
C 1.1791 1.6865 -4.8950
C 1.8470 0.8163 -4.0777
C 1.2064 0.2943 -2.9277
N -0.0674 0.6557 -2.6562
N 1.7885 -0.5373 -2.0585
Si 3.0872 -1.5752 -2.5216
C 4.8437 -0.7982 -2.6995
C 2.6923 -2.4432 -4.1907
C 3.3002 -2.8978 -1.1623
H -2.7844 0.9933 -3.5450
H -2.4545 2.7267 -3.5647
H -2.2808 1.8074 -2.0549
H -0.6982 2.7096 -5.2245
H 1.6625 2.1087 -5.7629
H 2.8647 0.5320 -4.2774
H 4.8440 0.1767 -3.1773
H 5.4778 -1.4468 -3.2976
H 5.3388 -0.6907 -1.7390
H 3.3369 -2.0939 -4.9903
H 1.6682 -2.2403 -4.5013
H 2.8244 -3.5183 -4.1177
H 3.1742 -2.5121 -0.1547
H 4.2936 -3.3251 -1.2309
H 2.5952 -3.7131 -1.2825
S 2.3564 -0.9892 2.4354
C 3.5550 0.0651 2.0546
N 4.2272 0.0582 0.9007
C 5.1974 1.1006 0.6566
C 5.5259 1.7267 2.0107
S 4.1064 1.3626 3.1042
H 3.9391 -0.5612 0.1529
H 4.7814 1.8445 -0.0367
H 6.0981 0.6733 0.2082
H 5.6498 2.8045 1.9512
H 6.4102 1.2813 2.4675
N 1.4439 1.7684 0.3019
C 1.4187 3.1584 0.1189
C 1.4019 3.6957 -1.1660
C 1.3204 5.0640 -1.3464
C 1.2725 5.9136 -0.2529
C 1.3155 5.3856 1.0256
C 1.3883 4.0173 1.2127
H 1.7001 1.5036 1.2469
H 1.9965 1.2854 -0.3966
H 1.4412 3.0280 -2.0154
H 1.2935 5.4706 -2.3451
H 1.2074 6.9803 -0.3922
H 1.2995 6.0415 1.8824
H 1.4270 3.6043 2.2114
N -0.3343 -4.6932 -4.3822
C -0.6593 -5.4565 -3.3124
O -1.2432 -6.5129 -3.3899
C -0.2734 -4.8570 -1.9925
C 0.1701 -5.6764 -0.9576
C 0.4913 -5.0867 0.2528
C 0.3386 -3.7152 0.3908
N -0.1299 -2.9366 -0.5760
C -0.4227 -3.4992 -1.7382
H -0.5330 -5.0654 -5.2958
H 0.3094 -3.9233 -4.3071
H 0.2603 -6.7401 -1.1204
H 0.8510 -5.6781 1.0785
H 0.6038 -3.2127 1.3099
H -0.8116 -2.8335 -2.4977
C -2.8639 3.8388 3.8459
C -3.2701 4.9524 2.8728
C -4.3993 5.7663 3.5087
C -2.0384 5.8518 2.7227
Si -3.8360 4.2672 1.1419
Br -2.2421 2.6471 0.7691
C -5.4873 3.2260 1.1473
C -6.6940 4.1675 1.1207
C -5.5901 2.3585 2.4062
C -5.5886 2.2714 -0.0494
C -3.6485 5.4946 -0.3549
C -4.3185 4.9575 -1.6243
C -2.1775 5.7366 -0.7128
C -4.3037 6.8343 -0.0040
H -2.5922 4.2802 4.8037
H -1.9965 3.2935 3.4806
H -3.6647 3.1310 4.0274
H -4.0556 6.2084 4.4429
H -5.2576 5.1390 3.7380
H -4.7258 6.5737 2.8580
H -1.7024 6.1771 3.7069
H -2.2565 6.7446 2.1441
H -1.2153 5.3162 2.2516
H -6.6884 4.8432 1.9723
H -7.6160 3.5885 1.1590
H -6.7162 4.7623 0.2110
H -5.6661 2.9659 3.3028
H -4.7359 1.6900 2.5000
H -6.4884 1.7441 2.3566
H -5.7098 2.8029 -0.9861
H -6.4584 1.6268 0.0747
H -4.7113 1.6328 -0.1260
H -3.9195 3.9831 -1.8993
H -4.1272 5.6410 -2.4516
H -5.3966 4.8847 -1.5097
H -1.6867 4.8197 -1.0350
H -1.6115 6.1503 0.1147
H -2.1174 6.4462 -1.5377
H -5.3508 6.7068 0.2635
H -4.2574 7.5047 -0.8614
H -3.7946 7.3242 0.8224
*
```